Record 1
ORCA calculation (ωB97M-V/def2-TZVPD) on C41H66FN7PSSi4TeV as an isolated structure.

Its total charge is -1. The calculation puts the orbital gap (alpha / beta) at 0.21173 / 0.20992 Eh. As for the spin multiplicity: 4. The value obtained for the largest force on an atom is 0.849 eV/Å. The value obtained for the electronic energy is -141356.736 eV. For the LUMO energy (alpha / beta), the calculation gives 2.237 / 1.602 eV. For the relative energy (zero: lowest compared OMol25 entry of this formula, charge and spin), the calculation gives 1.080 eV.

```
123
C41H66FN7PSSi4TeV | the OMol25 dataset | ωB97M-V/def2-TZVPD
V -1.864 0.248 -0.305
C 0.842 4.459 2.038
C 1.079 3.594 1.020
C 0.100 2.621 0.595
C -1.123 2.557 1.387
C -1.352 3.505 2.409
C -0.399 4.434 2.728
N -2.048 1.655 1.003
N -3.338 1.863 1.512
C -4.222 1.384 0.667
C -5.629 1.625 0.857
C -6.516 1.283 -0.107
C -6.071 0.688 -1.320
C -4.735 0.452 -1.440
N -3.831 0.734 -0.480
H 1.588 5.201 2.300
H 1.997 3.658 0.453
H -0.119 2.670 -0.475
H -2.300 3.462 2.925
H -0.586 5.151 3.518
H -5.933 2.109 1.775
H -7.571 1.487 0.040
H -6.749 0.446 -2.124
H -4.312 0.020 -2.341
F -3.272 -4.805 3.288
C -2.952 -3.711 2.542
C -3.962 -2.908 2.056
C -3.615 -1.799 1.292
C -2.287 -1.444 0.989
C -1.329 -2.301 1.537
C -1.627 -3.431 2.296
H -4.996 -3.152 2.266
H -4.435 -1.197 0.915
H -0.281 -2.080 1.354
H -0.856 -4.078 2.700
C -1.802 -1.462 -3.518
N -1.673 -2.641 -4.375
C -0.424 -3.315 -4.017
N -0.396 -3.718 -2.612
C -0.558 -2.519 -1.788
N -1.825 -1.804 -2.079
C -2.935 -2.756 -1.858
N -2.816 -3.956 -2.689
C -2.781 -3.549 -4.091
C -1.540 -4.599 -2.367
H -2.722 -0.927 -3.768
H -0.965 -0.792 -3.700
H 0.408 -2.632 -4.204
H -0.306 -4.204 -4.644
H 0.271 -1.833 -1.979
H -0.563 -2.807 -0.740
H -3.881 -2.253 -2.074
H -2.932 -3.052 -0.812
H -3.721 -3.048 -4.339
H -2.682 -4.440 -4.719
H -1.433 -5.497 -2.981
H -1.549 -4.887 -1.313
C 4.946 -2.255 2.944
Si 3.316 -1.983 2.033
C 3.580 -2.433 0.226
C 2.124 -3.231 2.773
Si 2.517 0.258 2.210
Te 1.047 0.432 0.174
Si 1.459 0.496 4.291
C 1.466 2.280 4.873
C 2.462 -0.472 5.564
C -0.283 -0.168 4.182
Si 4.516 1.499 2.020
C 5.451 1.227 3.637
C 5.530 0.830 0.582
C 4.439 3.362 1.802
H 5.156 -3.329 2.940
H 4.893 -1.936 3.985
H 5.790 -1.747 2.476
H 3.787 -3.505 0.153
H 4.422 -1.894 -0.209
H 2.705 -2.220 -0.392
H 2.494 -4.233 2.531
H 1.119 -3.139 2.370
H 2.050 -3.151 3.858
H 2.444 2.748 4.748
H 1.212 2.302 5.938
H 0.737 2.881 4.329
H 3.478 -0.081 5.647
H 2.527 -1.538 5.343
H 1.984 -0.361 6.541
H -0.834 0.274 3.348
H -0.826 0.054 5.105
H -0.294 -1.248 4.030
H 5.425 0.201 3.998
H 5.044 1.870 4.421
H 6.500 1.504 3.490
H 5.789 -0.222 0.701
H 6.459 1.400 0.487
H 4.976 0.931 -0.354
H 3.710 3.839 2.455
H 4.219 3.651 0.775
H 5.434 3.742 2.055
S -1.110 1.439 -2.364
C -2.425 2.522 -2.858
C -3.092 3.354 -1.957
C -4.107 4.193 -2.385
C -4.475 4.233 -3.724
C -3.805 3.425 -4.632
C -2.791 2.581 -4.203
H -2.805 3.339 -0.912
H -4.615 4.819 -1.661
H -5.272 4.888 -4.055
H -4.072 3.446 -5.682
H -2.274 1.947 -4.914
C 2.055 -0.070 -5.309
P 2.230 0.027 -3.482
C 3.971 -0.549 -3.328
C 2.501 1.826 -3.274
H 2.848 0.469 -5.835
H 1.090 0.348 -5.602
H 2.071 -1.115 -5.625
H 4.660 0.028 -3.951
H 4.037 -1.601 -3.608
H 4.287 -0.466 -2.286
H 3.215 2.216 -4.006
H 2.884 2.007 -2.268
H 1.549 2.349 -3.361
```

=====

Record 2
ORCA calculation (ωB97M-V/def2-TZVPD) on one molecule with the formula C5H11NO2.

Its total charge is 0. The calculation puts the orbital gap at 0.34857 Eh. The value obtained for the largest force on an atom is 1.808 eV/Å. The value obtained for the electronic energy is -10947.666 eV. For the LUMO energy, the calculation gives 0.831 eV. For the relative energy (zero: lowest compared OMol25 entry of this formula, charge and spin), the calculation gives 1.601 eV.

```
19
C5H11NO2 | the OMol25 dataset | ωB97M-V/def2-TZVPD
C -1.031 0.781 0.913
C 0.798 0.131 -1.279
C 2.045 0.469 -0.462
C -0.104 -0.947 -0.582
N -2.343 1.237 1.189
C 0.107 -2.242 -0.776
O -1.111 -0.536 0.235
O -0.251 0.712 2.043
H -0.678 0.145 2.699
H -0.515 1.466 0.197
H -2.860 0.565 1.748
H -2.859 1.428 0.340
H 1.104 -0.316 -2.226
H 0.246 1.035 -1.547
H 0.875 -2.585 -1.442
H -0.496 -2.978 -0.274
H 1.776 0.841 0.524
H 2.646 1.219 -0.974
H 2.652 -0.424 -0.326
```

=====

Record 3
ORCA calculation (ωB97M-V/def2-TZVPD) on C24H50I2N2NbO2 as an isolated structure.

Its total charge is -1. The calculation puts the orbital gap (alpha / beta) at 0.25947 / 0.24504 Eh. As for the spin multiplicity: 3. The value obtained for the largest force on an atom is 3.754 eV/Å. The value obtained for the electronic energy is -50515.272 eV. For the LUMO energy (alpha / beta), the calculation gives 2.194 / 1.801 eV.

```
81
C24H50I2N2NbO2 | the OMol25 dataset | ωB97M-V/def2-TZVPD
C 2.195 1.856 2.284
C 1.920 2.234 0.779
C 3.263 2.293 -0.114
Nb 4.286 0.222 -0.101
C 5.170 -1.848 0.258
I 7.138 -1.962 1.240
C 4.524 -3.026 -0.092
C 5.124 -4.452 0.202
I 2.574 -2.959 -1.066
H 1.320 2.170 2.933
H 2.358 0.763 2.463
H 3.090 2.416 2.685
H 1.397 3.236 0.705
H 1.285 1.415 0.329
H 3.974 3.017 0.372
H 3.030 2.643 -1.155
H 3.848 -0.110 -1.832
H 2.700 -0.420 0.556
H 4.888 0.670 1.586
H 5.866 0.921 -0.724
H 6.238 -4.493 0.187
H 4.776 -4.722 1.243
H 4.733 -5.242 -0.505
C 1.646 0.500 -3.948
C 0.179 0.003 -3.824
C 0.114 -1.533 -3.934
C 0.294 -2.056 -5.351
C -0.701 -1.386 -6.292
C -0.625 0.149 -6.237
N -0.678 0.684 -4.842
O -1.944 0.597 -4.431
C 0.671 0.602 -6.946
C -1.747 0.735 -7.119
C -0.206 0.366 -2.372
H 1.924 1.158 -3.122
H 2.359 -0.328 -3.954
H 1.832 1.102 -4.835
H -0.855 -1.888 -3.560
H 0.867 -1.984 -3.283
H 1.322 -1.895 -5.691
H 0.135 -3.139 -5.364
H -0.521 -1.734 -7.314
H -1.712 -1.720 -6.032
H 0.830 1.676 -6.827
H 0.614 0.403 -8.020
H 1.561 0.077 -6.598
H -2.738 0.390 -6.820
H -1.616 0.432 -8.161
H -1.740 1.828 -7.089
H -0.225 1.449 -2.227
H 0.524 -0.051 -1.674
H -1.181 -0.034 -2.083
C -3.421 -1.128 3.210
C -2.260 -0.216 3.698
C -1.594 -0.810 4.956
C -2.419 -0.641 6.225
C -2.786 0.824 6.424
C -3.494 1.429 5.200
N -2.765 1.171 3.922
O -1.716 1.993 3.890
C -4.930 0.861 5.134
C -3.710 2.937 5.444
C -1.221 -0.303 2.558
H -3.323 -1.376 2.151
H -3.459 -2.071 3.762
H -4.403 -0.665 3.281
H -0.620 -0.333 5.116
H -1.383 -1.872 4.800
H -3.316 -1.267 6.185
H -1.841 -0.993 7.085
H -3.422 0.919 7.310
H -1.873 1.389 6.646
H -5.432 1.168 4.213
H -5.532 1.233 5.967
H -4.969 -0.226 5.207
H -2.777 3.466 5.647
H -4.351 3.099 6.314
H -4.192 3.409 4.585
H -1.608 0.142 1.638
H -0.978 -1.347 2.345
H -0.281 0.191 2.806
```

=====

Record 4
ORCA calculation (ωB97M-V/def2-TZVPD) on C24H26Br51NO3 as an isolated structure.

Its total charge is 0. The calculation puts the orbital gap at 0.33092 Eh. The value obtained for the largest force on an atom is 2.024 eV/Å. The value obtained for the electronic energy is -3605102.908 eV. For the LUMO energy, the calculation gives -0.426 eV.

```
105
C24H26Br51NO3 | the OMol25 dataset | ωB97M-V/def2-TZVPD
C -1.969 2.853 1.761
C -2.754 1.767 1.010
C -3.625 0.905 1.908
N -2.813 -0.026 2.694
C -2.567 -1.236 2.091
C -1.537 -2.026 2.334
C -1.660 -3.208 1.447
O -1.168 -4.272 1.494
O -2.525 -2.808 0.418
C -3.396 -1.965 1.084
O -4.541 -1.892 0.844
H -2.025 2.762 2.835
H -0.937 2.760 1.464
H -2.270 3.843 1.447
H -2.033 1.153 0.485
H -3.411 2.232 0.294
H -4.377 0.422 1.296
H -4.161 1.568 2.573
H -3.149 -0.131 3.638
H -0.746 -1.843 3.019
C 1.011 -3.632 -2.303
Br 2.476 -2.396 -2.500
Br 1.605 -5.336 -1.633
Br -0.424 -2.916 -1.242
H 0.615 -3.801 -3.292
C 2.961 2.932 2.081
Br 1.977 1.338 2.519
Br 2.787 3.388 0.222
Br 2.487 4.410 3.210
H 4.005 2.721 2.257
C 2.521 -2.240 -6.858
Br 3.121 -3.421 -8.250
Br 2.071 -0.498 -7.524
Br 1.065 -3.002 -5.863
H 3.347 -2.111 -6.176
C -3.225 -2.415 -4.762
Br -2.366 -0.724 -5.088
Br -1.935 -3.830 -4.581
Br -4.406 -2.345 -3.247
H -3.825 -2.643 -5.629
C -0.359 2.512 -9.193
Br -1.690 1.307 -8.512
Br -0.802 3.139 -10.956
Br -0.023 3.968 -7.979
H 0.560 1.952 -9.278
C -2.472 -3.907 6.049
Br -4.184 -3.025 6.050
Br -2.524 -5.576 7.000
Br -1.826 -4.177 4.256
H -1.779 -3.257 6.560
C -1.814 -1.810 -11.743
Br -0.187 -1.765 -10.715
Br -3.380 -1.754 -10.622
Br -1.847 -0.424 -13.075
H -1.834 -2.753 -12.265
C 6.238 6.136 4.175
Br 5.849 5.409 2.440
Br 4.779 7.194 4.851
Br 6.762 4.768 5.419
H 7.083 6.798 4.059
C 10.345 7.378 5.569
Br 10.009 6.645 3.823
Br 8.824 8.370 6.208
Br 10.885 6.019 6.815
H 11.166 8.072 5.474
C -4.591 6.399 1.486
Br -4.797 4.660 0.684
Br -5.983 6.766 2.760
Br -2.845 6.637 2.258
H -4.686 7.127 0.695
C 4.348 8.310 -0.147
Br 4.206 6.590 -1.001
Br 3.093 8.479 1.301
Br 6.148 8.686 0.421
H 4.090 9.053 -0.884
C -3.144 -6.687 1.216
Br -3.233 -7.199 -0.634
Br -4.565 -5.481 1.692
Br -3.097 -8.222 2.381
H -2.217 -6.153 1.354
C 5.047 -5.767 -4.987
Br 5.734 -6.369 -3.296
Br 3.234 -6.338 -5.267
Br 5.226 -3.860 -5.180
H 5.649 -6.221 -5.759
C 4.840 2.067 -5.154
Br 4.749 0.196 -4.687
Br 3.696 2.506 -6.637
Br 4.506 3.181 -3.625
H 5.852 2.264 -5.473
C -5.321 -8.287 7.480
Br -6.994 -7.338 7.502
Br -5.461 -10.013 8.317
Br -4.603 -8.422 5.703
H -4.622 -7.708 8.064
C -3.632 10.904 2.466
Br -4.354 12.642 2.856
Br -4.681 9.985 1.141
Br -1.778 10.996 1.961
H -3.687 10.322 3.373
C -1.520 -11.927 7.548
Br -3.039 -13.032 7.961
Br -1.636 -11.192 5.775
Br -1.266 -10.551 8.871
H -0.648 -12.560 7.575
```

=====

Record 5
ORCA calculation (ωB97M-V/def2-TZVPD) on C10H7Cl2N2O6PdS as an isolated structure.

Its total charge is -1. The calculation puts the orbital gap (alpha / beta) at 0.27269 / 0.27003 Eh. As for the spin multiplicity: 3. The value obtained for the largest force on an atom is 0.120 eV/Å. The value obtained for the electronic energy is -65109.354 eV. For the LUMO energy (alpha / beta), the calculation gives 2.570 / 2.549 eV. For the relative energy (zero: lowest compared OMol25 entry of this formula, charge and spin), the calculation gives 0.000 eV.

```
29
C10H7Cl2N2O6PdS | the OMol25 dataset | ωB97M-V/def2-TZVPD
Pd 0.822 -0.866 -0.456
Cl 0.444 -4.615 3.068
C -0.757 -4.072 1.936
C -2.008 -4.693 1.942
C -2.991 -4.316 1.070
Cl -4.539 -5.128 1.109
C -2.759 -3.278 0.141
C -3.699 -2.819 -0.809
C -3.368 -1.810 -1.667
C -2.090 -1.231 -1.585
N -1.209 -1.639 -0.707
C -1.494 -2.650 0.152
C -0.422 -3.036 1.055
O 0.719 -2.466 1.026
H -2.192 -5.489 2.651
H -4.675 -3.283 -0.847
H -4.069 -1.452 -2.408
H -1.774 -0.433 -2.247
O 0.869 0.714 1.127
N 2.103 0.899 1.086
O 2.683 0.177 0.245
C 2.866 -0.154 -3.639
S 1.214 -0.694 -3.293
O 0.546 -0.879 -4.557
O 0.625 0.365 -2.440
O 1.366 -1.915 -2.477
H 2.809 0.768 -4.213
H 3.364 -0.933 -4.212
H 3.372 0.013 -2.690
```

=====

Record 6
ORCA calculation (ωB97M-V/def2-TZVPD) on C17H44CuN4O7 as an isolated structure.

Its total charge is +1. The calculation puts the orbital gap (alpha / beta) at 0.36452 / 0.27459 Eh. As for the spin multiplicity: 3. The value obtained for the largest force on an atom is 3.043 eV/Å. The value obtained for the electronic energy is -83264.529 eV. For the LUMO energy (alpha / beta), the calculation gives -2.284 / -4.598 eV.

```
73
C17H44CuN4O7 | the OMol25 dataset | ωB97M-V/def2-TZVPD
Cu 0.189 -0.698 0.254
C 0.898 -3.972 0.703
O 0.964 -4.952 -0.054
O 1.299 -4.245 1.880
O 0.565 -2.862 0.267
C 2.894 -0.806 3.939
C 2.357 -0.462 2.526
C 3.268 -0.807 1.364
O 2.679 -0.527 0.099
C 3.391 -1.015 -1.045
N 0.954 -1.014 2.362
H 2.116 -0.560 4.662
H 3.793 -0.231 4.161
H 3.088 -1.876 4.015
H 2.274 0.624 2.467
H 3.522 -1.861 1.247
H 4.079 -0.119 1.604
H 3.260 -2.090 -1.171
H 4.447 -0.749 -1.001
H 2.946 -0.459 -1.870
H 0.420 -0.766 3.183
H 1.093 -2.013 2.315
C -2.666 -2.593 1.359
C -3.135 -1.320 0.745
C -4.159 -0.635 1.628
O -4.675 0.597 1.170
C -5.355 0.434 -0.037
N -1.980 -0.443 0.706
H -1.996 -3.155 0.709
H -3.553 -3.210 1.498
H -2.186 -2.450 2.326
H -3.379 -1.591 -0.282
H -3.650 -0.529 2.586
H -4.981 -1.291 1.915
H -6.032 -0.404 -0.203
H -4.733 0.506 -0.929
H -5.967 1.331 -0.128
H -2.001 -0.072 1.645
H -2.484 0.356 0.346
C 1.357 2.379 -1.226
C 1.255 2.455 0.308
C 1.119 3.912 0.925
O 0.723 3.841 2.296
C 0.269 5.080 2.889
N 0.005 1.711 0.554
H 2.359 2.768 -1.409
H 0.586 2.994 -1.691
H 1.464 1.380 -1.648
H 1.985 1.736 0.678
H 0.471 4.487 0.263
H 2.124 4.331 0.874
H 1.003 5.870 2.731
H -0.127 4.881 3.885
H -0.736 5.211 2.489
H -0.203 2.022 1.493
H -0.522 2.445 0.103
C -0.649 -2.872 -2.949
C 0.075 -1.533 -2.752
C 0.212 -0.633 -4.115
O 0.606 0.699 -3.696
C 0.672 1.583 -4.830
N -0.498 -0.637 -1.805
H -1.726 -2.784 -3.092
H -0.611 -3.639 -2.176
H -0.243 -3.435 -3.788
H 1.072 -1.813 -2.414
H -0.800 -0.644 -4.521
H 0.959 -1.090 -4.764
H -0.362 1.892 -4.977
H 1.170 1.287 -5.753
H 1.191 2.488 -4.515
H -1.477 -0.668 -2.052
H -0.284 0.228 -2.280
```

=====

Question: Which value of total charge does entry 1 give?
Answer: -1